{"formula": "C12H44O10", "method": "ωB97M-V/def2-TZVPD", "symbols": ["C", "C", "O", "H", "H", "H", "H", "H", "H", "C", "C", "O", "H", "H", "H", "H", "H", "H", "C", "O", "H", "H", "H", "H", "C", "O", "H", "H", "H", "H", "C", "O", "H", "H", "H", "H", "C", "O", "H", "H", "H", "H", "C", "O", "H", "H", "H", "H", "C", "O", "H", "H", "H", "H", "C", "O", "H", "H", "H", "H", "C", "O", "H", "H", "H", "H"], "coordinates": [[-2.171, 2.953, 3.148], [-1.084, 1.931, 2.837], [-0.876, 0.937, 3.780], [-2.015, 3.411, 4.103], [-3.139, 2.466, 3.026], [-2.125, 3.736, 2.461], [-0.137, 2.386, 2.628], [-1.280, 1.469, 1.889], [0.028, 0.793, 3.919], [-1.569, -2.153, 2.872], [-0.303, -2.148, 2.080], [-0.647, -2.291, 0.737], [-2.064, -3.133, 3.115], [-2.330, -1.625, 2.326], [-1.311, -1.651, 3.813], [0.270, -2.920, 2.524], [0.251, -1.205, 2.258], [-0.762, -1.430, 0.342], [3.267, -2.042, 2.233], [3.309, -0.631, 2.163], [4.255, -2.412, 2.496], [3.090, -2.490, 1.282], [2.657, -2.342, 3.009], [3.785, -0.341, 1.376], [1.381, 1.329, -3.542], [1.820, 0.814, -4.700], [0.974, 0.421, -3.031], [0.583, 1.997, -3.706], [2.150, 1.804, -2.949], [1.144, 0.548, -5.308], [0.938, 0.669, 0.151], [-0.430, 0.361, -0.235], [1.424, -0.201, 0.428], [1.043, 1.439, 0.917], [1.494, 0.930, -0.735], [-0.874, 1.225, -0.431], [-3.787, 0.447, 0.495], [-4.654, -0.658, 0.322], [-3.799, 0.948, -0.425], [-2.859, 0.027, 0.738], [-4.183, 1.041, 1.278], [-5.247, -0.478, -0.445], [-2.519, -1.170, -2.354], [-3.836, -1.629, -2.274], [-1.873, -1.834, -2.931], [-2.128, -1.100, -1.326], [-2.379, -0.147, -2.729], [-4.533, -1.007, -2.553], [-1.119, 2.766, -1.860], [-1.964, 2.638, -0.766], [-0.065, 2.711, -1.500], [-1.308, 3.694, -2.452], [-1.425, 1.916, -2.468], [-2.904, 2.656, -1.132], [5.490, 0.155, -0.017], [4.236, -0.362, -0.295], [5.538, 1.194, -0.464], [6.252, -0.334, -0.532], [5.624, 0.178, 1.060], [4.264, -0.649, -1.198], [1.413, -2.144, -1.886], [1.679, -2.154, -3.281], [0.335, -2.197, -1.704], [1.690, -1.181, -1.593], [1.914, -2.953, -1.390], [1.426, -3.006, -3.577]], "lowdin_charge": [-0.048, -0.332, -0.035, 0.070, 0.070, 0.048, 0.100, 0.072, 0.060, -0.085, -0.338, -0.066, 0.093, 0.057, 0.069, 0.093, 0.104, 0.014, -0.145, -0.134, 0.077, 0.070, 0.048, 0.004, -0.213, -0.080, 0.083, 0.050, 0.089, 0.085, -0.103, -0.166, 0.032, 0.091, 0.053, 0.032, -0.138, -0.119, 0.050, 0.046, 0.074, 0.083, -0.162, -0.109, 0.081, 0.057, 0.072, 0.087, -0.179, -0.155, 0.097, 0.105, 0.068, 0.128, -0.139, -0.123, 0.107, 0.064, 0.092, 0.095, -0.133, -0.103, 0.071, 0.026, 0.085, 0.054], "lumo_energy_ev": 0.1, "multiplicity": 1, "orbital_gap_ev": 9.4, "charge": 0, "smiles": "CCO.CCO.CO.CO.CO.CO.CO.CO.CO.CO"}